# 1
DFT (wB97M-V/def2-TZVPD) results for 2 unconnected molecules or ions with the total composition CH4ClN2O at a distorted geometry.

Atoms and positions in Å:
C -0.368 -0.633 0.831
N -0.557 -1.623 0.082
N 0.370 1.739 -0.049
O 1.499 1.848 0.615
Cl -0.410 -0.552 2.385
H -0.564 -1.413 -0.900
H -0.946 -2.559 0.424
H -0.420 1.970 0.606
H 2.241 1.943 -0.132

Computed properties:
2S+1 ... 1
E_LUMO (spin up / spin down) ... -0.1803 / -0.2455 Ha
HOMO-LUMO gap (spin up / spin down) ... 9.9 / 7.0 eV
ΔE to the lowest compared entry with this formula, charge and spin ... 102.3 kcal per mole
Total charge ... +1
Total energy ... -684.981406 Ha

Here are the natural (NBO) charges for atoms 1 to 4, given in e: 0.2322 -0.6984 -0.1226 -0.4227

# 2
DFT (wB97M-V/def2-TZVPD) results for 4 unconnected molecules or ions with the total composition C4H12N4O8 at a distorted geometry.

Atoms and positions in Å:
C 13.850 21.241 16.336
N 13.061 20.765 15.184
O 12.780 21.579 14.327
O 12.754 19.589 15.136
H 13.111 21.318 17.141
H 14.263 22.216 16.137
H 14.482 20.429 16.684
C 12.172 17.310 18.614
N 12.915 18.580 18.866
O 12.253 19.526 19.225
O 14.119 18.648 18.678
H 12.802 16.752 17.928
H 11.233 17.643 18.184
H 11.959 16.807 19.552
C 14.685 24.488 17.123
N 14.908 25.821 17.741
O 13.964 26.511 18.043
O 16.071 26.129 17.951
H 15.128 23.772 17.810
H 15.273 24.495 16.208
H 13.617 24.400 16.959
C 15.582 21.274 12.679
N 16.336 20.256 13.489
O 16.829 19.342 12.885
O 16.517 20.478 14.679
H 15.304 20.784 11.754
H 16.217 22.155 12.616
H 14.681 21.645 13.167

Computed properties:
2S+1 ... 1
E_LUMO ... -0.0045 Ha
HOMO-LUMO gap ... 11.1 eV
ΔE to the lowest compared entry with this formula, charge and spin ... 12.5 kcal per mole
Total energy ... -980.156605 Ha

Here are the natural (NBO) charges for atoms 1 to 4, given in e: -0.4943 0.5372 -0.3997 -0.3750

# 3
DFT (wB97M-V/def2-TZVPD) results for 2 unconnected molecules or ions with the total composition C3H7O at a distorted geometry.

Atoms and positions in Å:
C 0.978 -1.300 1.471
O -0.246 -1.383 0.834
H 0.985 -1.997 2.317
H 1.812 -1.641 0.867
H 1.241 -0.254 1.855
C -0.555 1.021 -0.599
C -0.886 1.210 -1.893
H -0.680 1.893 0.101
H -0.510 -0.016 -0.132
H -1.631 1.946 -2.183
H -0.509 0.521 -2.638

Computed properties:
2S+1 ... 1
E_LUMO ... 0.1666 Ha
HOMO-LUMO gap ... 6.8 eV
ΔE to the lowest compared entry with this formula, charge and spin ... 49.5 kcal per mole
Total charge ... -1
Total energy ... -193.652179 Ha

Here are the natural (NBO) charges for atoms 1 to 4, given in e: -0.2161 -0.9699 0.1041 0.0931

# 4
DFT (wB97M-V/def2-TZVPD) results for 2 unconnected molecules or ions with the total composition C5H6N2O at a distorted geometry.

Atoms and positions in Å:
C -1.920 -0.006 -2.590
C 1.377 0.084 0.986
C -0.725 -0.710 0.083
C -2.539 -1.070 -2.099
C 0.458 -1.058 0.435
N -1.327 1.012 -2.733
N 1.837 0.870 -0.001
O 1.629 0.243 2.158
H -3.503 -0.984 -1.557
H -1.374 0.099 0.129
H -2.383 -2.096 -2.418
H 0.683 -2.123 0.751
H 1.474 0.639 -0.953
H 2.337 1.697 0.217

Computed properties:
2S+1 ... 1
E_LUMO (spin up / spin down) ... -0.0174 / -0.0590 Ha
HOMO-LUMO gap (spin up / spin down) ... 9.2 / 7.1 eV
ΔE to the lowest compared entry with this formula, charge and spin ... 109.3 kcal per mole
Total energy ... -378.696706 Ha

Here are the natural (NBO) charges for atoms 1 to 4, given in e: 0.1731 0.6611 -0.0418 -0.3951

# 5
DFT (wB97M-V/def2-TZVPD) results for 3 unconnected molecules or ions with the total composition CH3F2O3P at a distorted geometry.

Atoms and positions in Å:
C 0.702 -1.100 -0.907
O -0.591 -0.781 -0.646
O -0.532 0.454 1.674
O -0.685 1.976 0.395
F 1.210 -1.293 0.378
F 1.352 -0.055 -1.461
P -1.591 3.028 0.768
H -0.841 -0.146 0.029
H 0.210 -0.044 1.372
H 0.765 -2.039 -1.601

Computed properties:
2S+1 ... 1
E_LUMO (spin up / spin down) ... -0.0542 / -0.0626 Ha
HOMO-LUMO gap (spin up / spin down) ... 9.8 / 6.6 eV
ΔE to the lowest compared entry with this formula, charge and spin ... 37.5 kcal per mole
Total energy ... -806.563127 Ha

Here are the natural (NBO) charges for atoms 1 to 4, given in e: 0.7871 -0.7568 -0.5988 -0.8819

# 6
DFT (wB97M-V/def2-TZVPD) results for 9 unconnected molecules or ions with the total composition C22H63NO10 at a distorted geometry.

Atoms and positions in Å:
C -21.244 16.869 -5.570
O -22.647 16.838 -5.711
C -23.285 16.332 -4.537
C -24.770 16.565 -4.772
N -25.426 15.775 -5.862
C -26.702 16.336 -6.339
C -27.208 15.376 -7.380
O -26.184 15.330 -8.444
C -26.633 14.554 -9.596
H -20.877 16.806 -6.594
H -20.737 16.017 -5.117
H -20.796 17.764 -5.136
H -22.956 16.750 -3.586
H -22.998 15.282 -4.470
H -25.067 17.613 -4.807
H -25.260 16.249 -3.851
H -24.983 15.477 -6.720
H -26.692 17.393 -6.607
H -27.335 16.318 -5.452
H -28.086 15.745 -7.911
H -27.448 14.438 -6.880
H -25.950 14.650 -10.439
H -27.604 14.952 -9.892
H -26.632 13.514 -9.268
C -22.847 15.983 -9.182
C -22.064 14.751 -8.792
O -20.857 14.855 -9.618
H -23.909 15.779 -9.044
H -22.710 16.325 -10.207
H -22.442 16.836 -8.637
H -22.599 13.831 -9.025
H -21.597 14.870 -7.814
H -20.820 13.952 -9.944
C -26.240 18.970 -9.378
C -25.790 18.308 -10.639
O -25.518 19.315 -11.622
H -26.447 18.065 -8.806
H -27.197 19.486 -9.458
H -25.508 19.582 -8.851
H -26.589 17.652 -10.983
H -24.923 17.650 -10.574
H -24.701 18.979 -11.996
C -21.470 12.276 -12.362
C -20.053 12.311 -11.748
O -20.108 12.473 -10.366
H -21.497 12.188 -13.448
H -22.015 13.213 -12.254
H -22.099 11.402 -12.192
H -19.519 13.198 -12.086
H -19.457 11.449 -12.047
H -19.175 12.405 -10.149
C -24.318 11.085 -6.568
C -24.878 12.497 -6.559
O -25.771 12.738 -5.456
H -23.900 10.835 -5.593
H -23.614 10.956 -7.391
H -25.262 10.570 -6.747
H -25.396 12.832 -7.458
H -24.124 13.284 -6.571
H -26.157 13.592 -5.666
C -20.292 19.967 -8.448
C -20.681 21.331 -7.816
O -19.809 22.335 -8.295
H -20.999 19.165 -8.235
H -19.366 19.552 -8.050
H -20.026 20.066 -9.500
H -20.739 21.419 -6.731
H -21.711 21.457 -8.151
H -19.866 23.021 -7.626
C -21.540 8.248 -10.019
C -22.457 9.448 -9.855
O -21.631 10.532 -9.266
H -20.743 8.448 -10.736
H -22.098 7.391 -10.395
H -20.996 8.070 -9.092
H -23.346 9.175 -9.286
H -22.739 9.763 -10.860
H -21.318 11.125 -9.953
C -16.105 16.029 -7.073
C -17.245 15.737 -8.041
O -18.495 15.672 -7.331
H -15.237 16.042 -7.733
H -15.982 15.241 -6.331
H -16.188 16.973 -6.534
H -17.177 14.854 -8.677
H -17.518 16.541 -8.726
H -19.238 15.735 -7.936
C -18.673 16.781 -13.228
C -18.327 16.594 -11.731
O -18.488 15.273 -11.392
H -19.745 16.689 -13.402
H -18.101 16.045 -13.792
H -18.439 17.752 -13.664
H -18.820 17.329 -11.094
H -17.253 16.712 -11.592
H -19.325 15.152 -10.938

Computed properties:
2S+1 ... 1
E_LUMO ... 0.0148 Ha
HOMO-LUMO gap ... 9.1 eV
ΔE to the lowest compared entry with this formula, charge and spin ... 66.1 kcal per mole
Total energy ... -1682.924901 Ha

Here are the Löwdin charges for atoms 1 to 4, given in e: -0.1247 -0.1900 -0.2027 -0.1639